A 8-piece molecular cluster, C24H60Br2N2O9 overall, computed with ωB97M-V/def2-TZVPD.

The geometry in ORCA input format:
```
! RIJCOSX wB97M-V def2-TZVPD def2/J DEFGRID3
* xyz 0 1
C 18.780 29.318 25.323
N 19.055 29.713 23.938
O 19.476 28.825 23.209
O 18.817 30.821 23.732
H 17.986 28.580 25.437
H 18.514 30.124 26.008
H 19.613 28.780 25.776
C 21.815 25.953 20.767
N 22.180 25.035 19.715
O 21.625 23.889 19.595
O 23.031 25.404 18.963
H 22.629 26.231 21.437
H 21.026 25.482 21.353
H 21.418 26.837 20.269
Br 26.853 23.881 11.706
C 25.310 23.933 12.936
C 25.650 24.594 14.335
Br 26.452 26.411 13.946
H 24.914 22.917 12.921
H 24.463 24.493 12.540
H 26.359 23.959 14.867
H 24.719 24.731 14.885
C 20.857 23.068 14.324
C 20.465 21.873 13.464
O 21.358 21.841 12.317
C 21.132 20.692 11.590
C 21.880 20.988 10.334
H 21.386 23.840 13.765
H 20.016 23.544 14.829
H 21.609 22.721 15.033
H 20.428 20.948 14.039
H 19.453 22.029 13.091
H 21.456 19.776 12.085
H 20.068 20.547 11.403
H 22.914 21.157 10.634
H 21.486 21.888 9.862
H 21.811 20.113 9.688
C 28.361 22.682 18.032
C 27.327 21.660 18.370
O 26.418 21.458 17.390
C 25.379 20.453 17.681
C 24.806 20.058 16.354
H 28.914 22.843 18.958
H 28.968 22.208 17.261
H 27.898 23.594 17.654
H 27.806 20.702 18.574
H 26.736 22.101 19.173
H 25.833 19.625 18.226
H 24.704 20.975 18.359
H 24.256 20.918 15.970
H 24.056 19.285 16.520
H 25.492 19.679 15.597
C 20.077 18.101 19.078
C 18.890 18.920 18.476
O 18.767 20.194 19.056
C 17.631 21.027 18.726
C 17.577 22.358 19.376
H 19.820 17.824 20.100
H 20.148 17.084 18.693
H 21.011 18.655 18.980
H 18.934 19.062 17.396
H 18.023 18.267 18.581
H 17.569 21.246 17.660
H 16.781 20.474 19.127
H 17.719 22.355 20.456
H 16.740 23.038 19.212
H 18.446 22.950 19.088
C 17.120 28.603 17.901
C 18.458 28.176 17.363
O 18.336 28.755 16.053
C 19.630 28.581 15.430
C 19.521 28.896 13.942
H 16.889 28.178 18.878
H 17.049 29.672 18.100
H 16.308 28.344 17.222
H 19.232 28.588 18.011
H 18.512 27.090 17.445
H 20.399 29.162 15.938
H 19.907 27.530 15.519
H 20.440 28.601 13.435
H 19.133 29.898 13.760
H 18.803 28.169 13.560
C 25.594 23.221 24.238
C 24.336 24.087 24.311
O 23.128 23.564 23.759
C 22.376 22.756 24.686
C 20.933 22.591 24.116
H 25.678 22.449 25.004
H 25.657 22.808 23.231
H 26.511 23.784 24.408
H 24.045 24.485 25.283
H 24.576 25.026 23.813
H 22.931 21.838 24.877
H 22.288 23.247 25.655
H 20.976 21.864 23.306
H 20.388 23.472 23.776
H 20.417 22.061 24.917
*
```

- SMILES string = C[N+](=O)[O-].C[N+](=O)[O-].BrCCBr.CCOCC.CCOCC.CCOCC.CCOCC.CCOCC
- energy (Ha) = -6884.7212

=====

A 2-piece molecular cluster, BrH2O2PS overall, computed with ωB97M-V/def2-TZVPD.

The geometry in ORCA input format:
```
! RIJCOSX wB97M-V def2-TZVPD def2/J DEFGRID3
* xyz 0 1
O -1.088 -0.875 -1.725
O 1.722 -0.125 0.362
P -0.982 0.193 -0.750
S -1.125 2.148 -0.779
Br -1.677 -0.689 1.142
H 1.796 -0.998 0.606
H 1.355 0.346 1.143
*
```

- SMILES string = O=P(=S)Br.O
- energy above the lowest of the compared OMol25 structures with the same formula, charge and spin (kJ/mol) = 146.22